Record 1
{
  "formula": "C29H27BBrN6O4SbTa",
  "method": "the ωB97M-V functional and the def2-TZVPD basis",
  "largest_force_ev_per_a": 2.6,
  "charge": 3,
  "gap_ev": 5.5,
  "e_above_lowest_ev": 2.427,
  "e_homo_ev": -16.60,
  "symbols": ["Ta", "O", "C", "C", "C", "N", "C", "Br", "C", "H", "H", "H", "H", "B", "N", "C", "C", "C", "N", "N", "C", "C", "C", "N", "H", "H", "H", "H", "H", "H", "H", "H", "C", "C", "C", "C", "C", "C", "Sb", "C", "C", "C", "C", "C", "C", "C", "C", "C", "C", "C", "C", "H", "H", "H", "H", "H", "H", "H", "H", "H", "H", "H", "H", "H", "H", "H", "O", "N", "O", "O"],
  "positions_angstrom": [[-1.155225, 0.679399, -0.036531], [-7.002262, 0.207958, -2.714214], [-5.762375, 0.376884, -2.315777], [-4.745194, 0.968122, -3.077176], [-3.486913, 1.085539, -2.540603], [-3.189093, 0.648514, -1.300940], [-4.179452, 0.092537, -0.606455], [-3.608175, -0.477892, 1.129938], [-5.458516, -0.085391, -1.020583], [-7.182995, 0.542907, -3.605551], [-4.932832, 1.325365, -4.082264], [-2.679496, 1.539108, -3.100577], [-6.221071, -0.560029, -0.416617], [-0.687296, 3.407705, -1.032107], [-2.036799, 3.424532, -0.277034], [-2.979179, 4.355692, -0.159989], [-3.881930, 3.962003, 0.826834], [-3.416610, 2.746645, 1.275416], [-2.290816, 2.411942, 0.598033], [0.370248, 3.169448, 0.068548], [1.253423, 3.951377, 0.666646], [1.827206, 3.255755, 1.744168], [1.232801, 2.023974, 1.739128], [0.330098, 1.967007, 0.708100], [-0.506772, 4.441923, -1.595041], [-0.662377, 2.403527, -1.793864], [-2.949686, 5.251468, -0.763631], [-4.745815, 4.503854, 1.177929], [-3.808143, 2.126261, 2.063015], [1.440301, 4.953048, 0.305091], [2.569642, 3.623099, 2.434296], [1.384948, 1.190357, 2.402385], [4.561886, -0.588216, 3.962923], [4.885448, -0.351017, 2.633336], [3.909109, -0.430948, 1.644366], [2.605147, -0.755812, 2.013007], [2.275085, -1.008324, 3.347860], [3.260281, -0.923373, 4.319944], [1.155160, -1.160436, 0.527492], [2.293411, -0.803459, -1.225125], [2.551015, -1.810101, -2.146220], [3.243026, -1.492787, -3.310308], [3.654526, -0.189091, -3.544721], [3.403908, 0.808232, -2.606824], [2.708862, 0.509091, -1.444272], [0.658873, -3.170087, 0.851334], [1.679797, -4.092826, 0.647657], [1.432157, -5.426233, 0.941285], [0.193500, -5.813312, 1.437083], [-0.808448, -4.874041, 1.647514], [-0.580704, -3.537396, 1.354722], [5.326237, -0.515034, 4.725097], [5.904131, -0.111188, 2.354776], [4.186833, -0.257573, 0.615651], [1.265949, -1.284270, 3.637057], [3.014091, -1.130269, 5.354450], [2.235355, -2.831320, -1.969063], [3.452029, -2.271056, -4.033682], [4.179123, 0.053860, -4.459638], [3.750809, 1.819266, -2.779879], [2.543261, 1.283597, -0.705428], [2.655425, -3.790728, 0.284579], [2.212643, -6.159829, 0.787246], [0.008729, -6.854590, 1.662801], [-1.765978, -5.180677, 2.047684], [-1.365649, -2.811199, 1.524143], [-0.528818, 0.119244, -1.881562], [-0.863278, -1.168191, -1.749519], [-0.529790, -2.005405, -2.475410], [-1.602788, -1.307143, -0.690930]],
  "atomic_forces_ev_per_a": [[-1.4, 1.9, -1.2], [0.0, 0.0, 0.0], [-0.1, 0.0, -0.1], [0.0, 0.0, -0.1], [0.0, 0.0, 0.0], [0.6, 0.1, 0.4], [0.0, 0.0, 0.0], [0.5, 0.1, 0.1], [-0.2, -0.1, 0.0], [0.0, 0.0, 0.0], [0.0, 0.0, 0.0], [0.0, 0.0, 0.0], [0.0, 0.0, 0.0], [-0.1, 0.1, 0.4], [-0.1, 0.2, 0.0], [-0.1, 0.1, 0.1], [0.0, 0.1, -0.1], [0.1, 0.0, 0.0], [-0.1, -0.3, 0.2], [0.1, 0.2, 0.0], [0.1, 0.0, 0.1], [0.0, 0.2, 0.0], [-0.1, 0.2, -0.1], [0.3, -0.9, -0.1], [0.0, -0.3, -0.3], [-0.1, -0.3, 0.6], [0.0, 0.0, 0.0], [0.1, 0.0, 0.0], [0.0, 0.0, 0.0], [0.0, -0.1, 0.0], [0.0, 0.0, 0.0], [0.0, 0.1, 0.0], [0.0, 0.0, -0.1], [0.0, 0.0, 0.0], [0.0, 0.0, 0.2], [-0.2, -0.3, 0.0], [0.1, 0.0, -0.1], [-0.1, 0.0, 0.0], [0.9, 0.2, 1.0], [-0.5, -0.1, 0.1], [0.0, 0.0, 0.0], [0.0, -0.1, 0.0], [0.0, 0.0, 0.0], [0.0, 0.0, 0.0], [0.2, -0.1, -0.2], [0.1, 0.4, -0.2], [-0.1, -0.1, 0.0], [0.1, 0.0, 0.0], [0.0, 0.0, 0.0], [0.0, 0.0, 0.1], [0.0, -0.2, 0.0], [0.0, 0.0, 0.0], [0.0, 0.0, 0.0], [0.0, 0.0, -0.1], [0.0, 0.0, 0.0], [0.0, 0.0, 0.0], [0.0, 0.0, 0.0], [0.0, 0.0, 0.0], [0.0, 0.0, 0.0], [0.0, 0.0, 0.0], [0.0, 0.1, 0.0], [0.0, 0.0, 0.0], [0.0, 0.0, 0.0], [0.0, 0.0, 0.0], [0.0, 0.0, 0.0], [0.0, 0.0, 0.0], [0.2, -0.4, 0.2], [-0.7, -0.1, -0.3], [-0.1, 0.1, -0.1], [0.9, -0.5, -0.6]],
  "mulliken_charge": [0.536, -0.464, 0.842, -0.770, -0.645, 0.081, 0.482, 0.115, -0.564, 0.352, 0.399, 0.510, 0.558, 0.243, 0.093, -0.113, -0.982, -0.382, -0.015, 0.090, -0.238, -0.786, -0.967, 0.618, 0.013, 0.121, 0.525, 0.478, 0.595, 0.536, 0.497, 0.800, -0.579, -0.824, -0.389, 0.397, -0.259, -0.732, 0.856, 1.094, -0.665, -0.735, -0.745, -0.858, -0.490, 0.961, -0.438, -0.824, -0.562, -0.648, -0.556, 0.442, 0.468, 0.429, 0.469, 0.449, 0.562, 0.472, 0.448, 0.489, 0.460, 0.484, 0.441, 0.436, 0.444, 0.270, -0.430, 0.719, -0.401, -0.219]
}

---

Record 2
{
  "formula": "C29H27BN9O3ReS",
  "method": "the ωB97M-V functional and the def2-TZVPD basis",
  "spin_multiplicity": 4,
  "largest_force_ev_per_a": 0.7,
  "charge": 1,
  "gap_ev": [6.9, 6.5],
  "e_above_lowest_ev": 0.021,
  "s2": 3.77,
  "e_homo_ev": [-10.03, -10.09],
  "symbols": ["Re", "O", "C", "C", "C", "C", "C", "C", "C", "O", "N", "N", "C", "C", "C", "C", "C", "C", "C", "O", "H", "H", "H", "H", "H", "H", "H", "H", "H", "H", "B", "N", "C", "C", "C", "N", "N", "C", "C", "C", "N", "H", "H", "H", "H", "H", "H", "H", "H", "C", "N", "C", "C", "N", "C", "S", "C", "C", "C", "C", "C", "N", "H", "H", "H", "H", "H", "H", "H", "H", "H"],
  "positions_angstrom": [[-0.291228, -0.394070, 0.351592], [-1.188112, 3.731651, 0.964181], [-0.083044, 4.199957, 1.591556], [0.010587, 5.583256, 1.736711], [1.105549, 6.145119, 2.358379], [2.133182, 5.340875, 2.850285], [2.041291, 3.973737, 2.713039], [0.941220, 3.377415, 2.084333], [0.897610, 1.909835, 1.952996], [-0.153074, 1.408932, 1.323284], [1.851845, 1.165189, 2.416737], [1.494534, -0.138786, 2.158931], [2.160514, -1.063060, 2.728763], [1.755424, -2.454073, 2.606720], [2.594564, -3.454405, 3.106980], [2.223814, -4.782813, 3.080710], [0.977607, -5.128051, 2.564098], [0.125468, -4.153551, 2.077163], [0.505116, -2.813827, 2.082472], [-0.374519, -1.899689, 1.623389], [-1.126644, 2.760880, 0.964317], [-0.797241, 6.191524, 1.352767], [1.161668, 7.220834, 2.466780], [2.990478, 5.783946, 3.337535], [2.820685, 3.325784, 3.089658], [3.017935, -0.808177, 3.351954], [3.550783, -3.163363, 3.526399], [2.884367, -5.543854, 3.471765], [0.666922, -6.164654, 2.549298], [-0.853446, -4.411095, 1.692730], [-2.889233, 0.606073, -1.629474], [-1.575679, 1.436586, -1.757808], [-1.371006, 2.565459, -2.433656], [-0.028829, 2.909640, -2.352293], [0.535025, 1.914804, -1.574764], [-0.399831, 1.010787, -1.235336], [-3.203908, 0.462218, -0.104193], [-4.365091, 0.623081, 0.526854], [-4.227951, 0.229289, 1.852231], [-2.910038, -0.174148, 1.962999], [-2.301280, -0.037724, 0.773372], [-3.782549, 1.215427, -2.148429], [-2.713952, -0.492644, -2.108778], [-2.193691, 3.055687, -2.926565], [0.454500, 3.775541, -2.768457], [1.542567, 1.815186, -1.203369], [-5.215223, 1.017764, -0.004153], [-4.975849, 0.252927, 2.624470], [-2.353193, -0.532554, 2.813495], [3.788021, 0.102576, -2.754817], [2.472665, -0.461426, -3.051907], [1.873568, -0.490088, -4.300178], [0.657235, -1.032582, -4.148731], [0.512409, -1.337905, -2.793427], [1.638326, -0.961005, -2.131324], [1.966990, -0.987152, -0.456017], [-0.550560, -2.122339, -2.276903], [-1.177914, -3.018129, -3.125410], [-2.235277, -3.766735, -2.650245], [-2.610828, -3.628895, -1.324772], [-1.918513, -2.740664, -0.536144], [-0.908489, -1.972820, -0.999083], [4.339390, 0.182824, -3.686839], [4.320829, -0.552475, -2.072052], [3.680961, 1.086179, -2.300532], [2.359907, -0.102605, -5.177412], [-0.131924, -1.171368, -4.863214], [-0.826260, -3.150797, -4.136485], [-2.743777, -4.460104, -3.306412], [-3.420694, -4.201023, -0.896906], [-2.154687, -2.612359, 0.507114]],
  "atomic_forces_ev_per_a": [[0.5, 0.2, 0.4], [0.0, 0.2, 0.1], [-0.2, 0.0, -0.1], [0.1, 0.0, 0.0], [0.0, 0.0, 0.0], [0.0, 0.0, 0.0], [0.0, 0.0, 0.0], [0.0, -0.1, 0.0], [0.0, 0.4, -0.1], [0.1, -0.2, 0.2], [-0.3, -0.2, -0.2], [0.3, -0.1, 0.1], [0.0, -0.1, 0.1], [0.2, 0.1, 0.0], [0.0, 0.0, 0.0], [0.0, 0.0, 0.0], [0.0, 0.0, 0.0], [0.0, -0.1, 0.0], [-0.2, 0.3, -0.1], [-0.2, -0.2, 0.3], [0.0, -0.1, 0.0], [0.0, 0.0, 0.0], [0.0, 0.0, 0.0], [0.0, 0.0, 0.0], [0.0, 0.0, 0.0], [0.0, 0.0, 0.0], [0.0, 0.0, 0.0], [0.0, 0.0, 0.0], [0.0, 0.0, 0.0], [0.0, 0.0, 0.0], [0.0, 0.0, 0.0], [0.0, -0.2, -0.1], [0.0, 0.0, 0.0], [0.0, 0.0, 0.0], [0.0, 0.0, 0.0], [-0.1, 0.3, -0.1], [0.1, -0.2, 0.0], [0.0, 0.1, 0.0], [0.0, 0.0, 0.0], [0.1, 0.1, 0.0], [-0.2, -0.1, 0.0], [0.0, 0.0, 0.0], [-0.1, 0.1, 0.0], [0.0, 0.0, 0.0], [0.0, 0.0, 0.0], [0.0, 0.0, 0.0], [0.0, 0.0, 0.0], [0.0, 0.0, 0.0], [0.0, 0.0, 0.0], [-0.1, 0.0, 0.0], [0.1, 0.0, -0.1], [0.1, 0.0, 0.1], [-0.1, 0.1, 0.1], [0.0, -0.2, -0.1], [0.0, 0.1, -0.1], [-0.1, 0.0, -0.1], [0.0, 0.0, 0.0], [0.1, -0.1, -0.1], [0.0, 0.0, 0.0], [0.0, 0.0, 0.0], [0.1, 0.0, -0.1], [-0.2, -0.1, -0.1], [0.0, 0.0, 0.0], [0.0, 0.0, 0.0], [0.0, 0.0, 0.0], [0.0, 0.0, 0.0], [0.0, -0.1, 0.0], [0.0, 0.0, 0.0], [0.0, 0.0, 0.0], [0.0, 0.0, 0.0], [0.0, 0.0, 0.0]],
  "mulliken_charge": [1.488, -0.683, 0.560, -0.671, -0.316, -0.733, -0.678, 0.015, 0.690, -0.639, -1.334, 0.736, -0.724, 1.064, -0.869, -0.756, -0.666, -0.520, 0.535, -0.488, 0.182, 0.453, 0.396, 0.418, 0.466, 0.362, 0.410, 0.422, 0.424, 0.414, 0.039, -0.227, -0.234, -1.604, -0.441, 1.069, 0.039, -0.277, -1.166, -0.602, 0.826, -0.136, -0.129, 0.527, 0.534, 0.668, 0.507, 0.458, 0.552, -0.755, 0.195, -0.743, -0.449, 0.570, -0.052, -0.393, 0.323, -0.848, -0.710, -1.170, -0.147, 0.460, 0.352, 0.349, 0.317, 0.481, 0.557, 0.628, 0.454, 0.520, 0.699]
}

---

Record 3
{
  "formula": "C29H27Cl5N2O4PPdS2",
  "method": "the ωB97M-V functional and the def2-TZVPD basis",
  "largest_force_ev_per_a": 1.3,
  "charge": 1,
  "gap_ev": [4.5, 4.5],
  "e_above_lowest_ev": 0.000,
  "e_homo_ev": [-10.29, -10.29],
  "symbols": ["Pd", "C", "O", "C", "C", "C", "C", "C", "C", "N", "N", "C", "C", "O", "C", "C", "C", "C", "C", "C", "C", "C", "H", "H", "H", "H", "H", "H", "H", "H", "H", "H", "H", "H", "H", "Cl", "C", "C", "C", "Cl", "C", "Cl", "C", "Cl", "C", "Cl", "C", "C", "C", "O", "P", "S", "S", "O", "C", "C", "C", "H", "H", "H", "H", "H", "H", "H", "H", "H", "H", "H", "H", "H", "H"],
  "positions_angstrom": [[0.771190, 0.053628, 0.568719], [0.120166, 2.199865, -2.563835], [-0.114146, 1.848913, -1.187980], [-0.753866, 2.830284, -0.477719], [-0.936184, 4.099196, -0.999494], [-1.596583, 5.071497, -0.268205], [-2.078659, 4.776400, 0.991483], [-1.883551, 3.510085, 1.514352], [-1.220585, 2.523679, 0.789971], [-1.040324, 1.202997, 1.346683], [-1.471207, 1.058469, 2.519931], [-1.462078, -0.005122, 3.295184], [-1.013705, -1.290540, 2.798462], [-0.707049, -1.432230, 1.608352], [-0.977241, -2.400964, 3.726089], [-1.378413, -2.242923, 4.998505], [-1.883564, -0.985667, 5.516873], [-2.295802, -0.876266, 6.853851], [-2.786766, 0.312377, 7.342628], [-2.887182, 1.416508, 6.490026], [-2.473110, 1.328444, 5.176205], [-1.956404, 0.129646, 4.671749], [-0.800729, 2.560057, -3.012115], [0.439312, 1.311443, -3.077872], [0.897106, 2.958189, -2.635968], [-0.561660, 4.342958, -1.985189], [-1.728863, 6.058811, -0.691980], [-2.605664, 5.527556, 1.569087], [-2.246855, 3.255431, 2.499985], [-0.623695, -3.352425, 3.340584], [-1.327556, -3.088826, 5.684119], [-2.226758, -1.749219, 7.498367], [-3.102962, 0.390810, 8.376489], [-3.301088, 2.346425, 6.863679], [-2.545710, 2.187723, 4.520767], [4.127126, 0.979991, -0.369803], [3.216283, -0.077890, -1.361473], [1.951709, -0.470468, -1.001422], [1.211971, -1.288803, -1.815612], [-0.381488, -1.632658, -1.268229], [1.701860, -1.753876, -3.016849], [0.724023, -2.742871, -4.006821], [2.987554, -1.374731, -3.393718], [3.631631, -1.932044, -4.875144], [3.740129, -0.535180, -2.571779], [5.310783, -0.051772, -3.039353], [2.072426, -0.923521, 6.050801], [1.618301, 0.071174, 5.010810], [1.026124, 1.329690, 5.606266], [2.815694, 0.457886, 4.229034], [2.905018, 0.472002, 2.668372], [2.356311, -1.271357, 1.842219], [1.676622, 1.867063, 1.897086], [4.404314, 0.766105, 2.397716], [5.365057, 1.657110, 3.105850], [4.733687, 2.961675, 3.544750], [6.019033, 0.881875, 4.227075], [1.215834, -1.246568, 6.648749], [2.806886, -0.459005, 6.715155], [2.527591, -1.799970, 5.582553], [0.908814, -0.403282, 4.337469], [1.767323, 1.821433, 6.243679], [0.154786, 1.075048, 6.217024], [0.711820, 2.028026, 4.825645], [6.094300, 1.861417, 2.330630], [4.021404, 2.808088, 4.358371], [4.229142, 3.459449, 2.712666], [5.525424, 3.622504, 3.904628], [5.297410, 0.662997, 5.016876], [6.833987, 1.476813, 4.648420], [6.432891, -0.055757, 3.853373]],
  "atomic_forces_ev_per_a": [[-0.1, 0.5, 0.5], [0.1, -0.2, 0.3], [0.0, -0.1, -0.2], [0.2, -0.1, -0.3], [0.0, 0.4, -0.1], [0.0, 0.1, -0.1], [-0.1, 0.0, 0.2], [0.0, 0.0, 0.1], [-0.1, -0.2, 0.7], [0.6, 0.1, -0.6], [-0.7, 0.0, 0.2], [0.4, 0.1, 0.3], [-0.3, 0.2, 0.4], [0.4, -0.5, -0.5], [-0.1, -0.2, -0.2], [0.0, 0.0, 0.3], [0.1, -0.2, 0.0], [0.1, -0.2, 0.0], [0.0, 0.1, 0.0], [0.0, 0.0, 0.0], [0.0, 0.1, 0.0], [0.0, 0.0, -0.3], [-0.1, 0.0, -0.1], [0.2, -0.4, -0.1], [0.1, 0.0, 0.0], [-0.1, 0.1, 0.2], [0.0, 0.0, 0.0], [0.1, -0.1, 0.0], [0.0, 0.1, -0.1], [0.0, 0.1, 0.0], [0.0, 0.2, -0.1], [0.0, 0.1, -0.1], [0.0, 0.0, -0.1], [0.1, -0.1, 0.0], [0.0, 0.0, 0.1], [0.0, 0.0, -0.4], [0.2, 0.3, 0.1], [-0.2, 0.1, 0.8], [-0.1, 0.1, 0.1], [-0.2, -0.1, 0.1], [0.0, -0.1, -0.3], [0.0, -0.1, -0.1], [0.1, 0.0, -0.1], [0.0, 0.0, 0.0], [0.0, 0.0, -0.1], [0.1, 0.0, -0.1], [0.2, 0.0, 0.0], [-0.1, 0.2, 0.2], [0.1, 0.1, 0.0], [-0.1, -0.3, 0.2], [0.6, 0.5, 0.7], [-0.6, 0.5, -1.0], [-0.3, -0.6, -0.7], [0.2, 0.0, 0.5], [-0.1, 0.0, 0.2], [-0.2, -0.1, -0.1], [-0.1, -0.1, 0.0], [0.1, 0.0, -0.1], [-0.1, -0.1, 0.0], [-0.1, 0.1, 0.1], [0.0, 0.0, -0.2], [-0.1, 0.0, 0.0], [0.1, 0.0, -0.1], [0.0, -0.1, 0.1], [0.1, 0.0, -0.2], [0.0, 0.0, 0.0], [0.1, 0.0, 0.1], [-0.1, 0.0, 0.0], [0.1, 0.0, 0.0], [-0.1, -0.1, 0.0], [0.0, 0.1, 0.0]],
  "mulliken_charge": [-0.290, -1.109, 0.007, 0.678, -0.661, -0.792, -1.070, -0.155, 0.317, -0.270, 0.227, -0.340, 0.463, -0.685, -0.565, -0.859, 0.699, -0.929, -0.644, -0.828, 0.034, 0.971, 0.515, 0.173, 0.390, 0.465, 0.424, 0.411, 0.533, 0.492, 0.405, 0.417, 0.413, 0.436, 0.297, -0.110, 0.477, -0.802, 1.130, -0.078, 0.172, -0.161, 0.407, -0.158, 0.218, -0.166, -1.675, 2.105, -1.359, 0.364, 0.591, -0.396, -0.226, -0.246, 0.542, -1.276, -1.267, 0.370, 0.367, 0.369, -1.189, 0.453, 0.313, 0.277, 0.384, 0.228, 0.303, 0.491, 0.177, 0.445, 0.352]
}